Formula: C4H3NO
Source: OMol25
Level of theory: ωB97M-V/def2-TZVPD

XYZ file:
```
9
C4H3NO ωB97M-V/def2-TZVPD
N 3.1264 0.4875 -0.3437
C 2.3347 -0.3471 -0.1976
C 1.1686 -1.0706 -0.0102
C -0.0062 -0.8548 0.1858
C -1.2513 -0.0912 0.3213
O -1.4204 0.7562 -0.7889
H -2.1304 -0.7277 0.3924
H -1.1480 0.4755 1.2593
H -0.6735 1.3721 -0.8185
```

Summary:
HOMO energy (eV): -10.68
E_tot (a.u.): -284.0995
Molecular weight (g mol⁻¹): 81.07
Gap between HOMO and LUMO (eV): 10.765
Relative energy (zero: lowest compared OMol25 entry of this formula, charge and spin) (eV): 2.002
Multiplicity: 1

How positive or negative is each atom? The Mulliken charges in e answer that:
1 N -0.36
2 C 0.35
3 C 0.03
4 C -0.08
5 C -0.33
6 O -0.48
7 H 0.30
8 H 0.24
9 H 0.32

Formula: C5H11N2
Source: OMol25
Level of theory: ωB97M-V/def2-TZVPD

XYZ file:
```
18
C5H11N2 ωB97M-V/def2-TZVPD
C 4.3488 -0.2363 0.1853
C 1.8414 -0.0670 -0.2382
C -1.3207 1.8808 -0.0912
C -2.5238 -1.6939 -0.0313
C -2.1444 0.6978 0.1201
N 2.9773 -0.1591 -0.0268
N -1.7823 -0.4774 -0.2228
H 4.8705 -0.1314 -0.7666
H 4.6546 0.5654 0.8600
H -0.8454 -0.5791 -0.6343
H -0.3327 1.6381 -0.4785
H -1.8324 2.5613 -0.7758
H -1.2267 2.4371 0.8436
H -3.0722 -1.6741 0.9120
H -3.2442 -1.8329 -0.8405
H -1.8398 -2.5416 -0.0324
H 4.5928 -1.2017 0.6304
H -3.1206 0.8140 0.5870
```

Summary:
HOMO energy (eV): -15.01
E_tot (a.u.): -306.3378
Molecular weight (g mol⁻¹): 99.16
Gap between HOMO and LUMO (eV): 10.846
Net charge: +1
Relative energy (zero: lowest compared OMol25 entry of this formula, charge and spin) (eV): 1.242
Multiplicity: 1

How positive or negative is each atom? The Mulliken charges in e answer that:
1 C -0.61
2 C -0.37
3 C -0.93
4 C -0.88
5 C 0.32
6 N 0.14
7 N -0.01
8 H 0.29
9 H 0.28
10 H 0.25
11 H 0.18
12 H 0.32
13 H 0.33
14 H 0.37
15 H 0.33
16 H 0.32
17 H 0.27
18 H 0.40

- The lowest HOMO energy belongs to which entry?
  C5H11N2

- Look up the multiplicity of the first one.
  1

- Which value of E_tot does entry 1 give?
  -284.0995 a.u.